Entry 1:
Here is C41H37BrHfN6O5 as an isolated structure at a distorted geometry from OMol25. Energies are from wB97M-V/def2-TZVPD.

As for the net charge: +2. The value obtained for the HOMO-LUMO gap is 6.335 eV. As for the total energy: -4910.988445 hartree.

Element x y z (Å)
1 Hf 0.34458 0.09032 0.18420
2 O 3.12657 -2.52025 -2.01457
3 C 2.32582 -2.92154 -3.04239
4 C 2.82133 -3.87010 -3.93604
5 C 2.04980 -4.31856 -4.98733
6 C 0.77088 -3.81283 -5.17023
7 C 0.27814 -2.87048 -4.28973
8 C 1.03350 -2.41924 -3.20778
9 C 0.42570 -1.34562 -2.30908
10 O 1.22251 -0.87991 -1.27630
11 N -0.79077 -1.88238 -1.69934
12 N -1.45912 -1.06627 -0.84756
13 C -2.67127 -1.40808 -0.53767
14 C -3.41786 -0.88866 0.55464
15 Br -2.31489 -0.01094 1.87666
16 C -4.73060 -1.06387 0.83939
17 C -5.73788 -1.66412 0.00637
18 C -5.63317 -1.72599 -1.38973
19 C -6.61352 -2.34021 -2.14130
20 C -7.71816 -2.90697 -1.52016
21 C -7.85919 -2.81330 -0.14346
22 C -6.88732 -2.19425 0.61518
23 H 2.65307 -1.78583 -1.57381
24 H 3.82171 -4.23750 -3.78187
25 H 2.44551 -5.05545 -5.66807
26 H 0.17064 -4.14061 -6.00391
27 H -0.71201 -2.46816 -4.45214
28 H 0.13410 -0.50061 -2.97558
29 H -1.34276 -2.52729 -2.26169
30 H -3.13564 -2.24351 -1.06631
31 H -5.06259 -0.73983 1.81667
32 H -4.81014 -1.22941 -1.88081
33 H -6.52633 -2.36268 -3.21627
34 H -8.46927 -3.40515 -2.11214
35 H -8.73595 -3.21971 0.33491
36 H -6.99533 -2.13609 1.68718
37 C 1.71919 1.60204 -3.05950
38 O 0.76847 1.63280 -1.99421
39 C -0.16271 2.65814 -2.04521
40 C -0.39661 3.47761 -3.13866
41 C -1.32017 4.50609 -3.04445
42 C -2.01762 4.71589 -1.86774
43 C -1.79559 3.90111 -0.77662
44 C -0.86051 2.86614 -0.84471
45 N -0.49505 2.08652 0.27924
46 N -0.83535 2.69435 1.37912
47 C -0.53039 2.32718 2.61014
48 C 0.42886 1.31413 2.93886
49 O 0.97107 0.58060 2.00022
50 C 0.82367 1.15949 4.28517
51 C 0.24092 1.89187 5.28292
52 C -0.77753 2.83873 5.01936
53 C -1.42259 3.54085 6.05725
54 C -2.44617 4.41216 5.77439
55 C -2.84627 4.61156 4.45160
56 C -2.20816 3.96140 3.41886
57 C -1.16678 3.06935 3.67699
58 H 2.22807 2.56401 -3.13969
59 H 2.42920 0.81560 -2.81303
60 H 1.24037 1.36631 -4.01069
61 H 0.13837 3.34667 -4.06405
62 H -1.48381 5.14650 -3.89560
63 H -2.72136 5.52888 -1.79664
64 H -2.33200 4.05388 0.14560
65 H 1.58618 0.42767 4.50944
66 H 0.54923 1.73872 6.30690
67 H -1.10701 3.38026 7.07784
68 H -2.95159 4.93861 6.56956
69 H -3.66828 5.27539 4.24002
70 H -2.51677 4.12026 2.40056
71 C 1.29969 -3.83258 0.43600
72 C 1.17983 -2.46778 1.01983
73 O 0.08378 -1.86084 1.09762
74 N 2.24183 -1.89517 1.58524
75 C 3.60654 -1.91127 1.12492
76 C 3.91560 -0.57330 0.48423
77 C 5.22632 -0.27853 0.12791
78 C 5.52651 0.98202 -0.35291
79 C 4.50404 1.91912 -0.43853
80 C 3.22138 1.52993 -0.09879
81 N 2.91084 0.30094 0.32928
82 H 0.31368 -4.27275 0.32914
83 H 1.90885 -4.46090 1.08082
84 H 1.76630 -3.79685 -0.54694
85 H 2.00488 -1.03560 2.09275
86 H 3.77761 -2.71883 0.40965
87 H 4.28172 -2.05965 1.97253
88 H 5.98682 -1.03376 0.23254
89 H 6.53578 1.24109 -0.62741
90 H 4.70279 2.92926 -0.75615
91 H 2.39820 2.23728 -0.13701



Entry 2:
Here is C24H28FIN2O3PdSi as an isolated structure from OMol25. Energies are from wB97M-V/def2-TZVPD.

As for the net charge: -2. The value obtained for the HOMO-LUMO gap is 4.516 eV. As for the total energy: -2081.612666 hartree.

Element x y z (Å)
1 Pd -0.43151 0.79188 0.13590
2 O -0.40831 1.40855 3.19953
3 C 0.51570 2.47209 3.16591
4 C 1.96787 1.98740 3.20671
5 C 2.32188 0.90270 2.18085
6 C 2.50098 1.39820 0.77011
7 C 3.74142 1.34075 0.15406
8 C 3.87977 1.76299 -1.16295
9 C 2.77631 2.26899 -1.81813
10 C 1.57165 2.31966 -1.13005
11 N 1.41939 1.88174 0.12790
12 H -0.63309 1.22905 2.25321
13 H 0.34003 3.09700 4.05012
14 H 0.35255 3.09346 2.28043
15 H 2.16210 1.57885 4.20426
16 H 2.63466 2.84921 3.07936
17 H 1.54233 0.13806 2.19456
18 H 3.25585 0.42429 2.48751
19 H 4.58232 0.91980 0.69122
20 H 4.82822 1.66280 -1.67643
21 H 2.80687 2.54464 -2.86266
22 H 0.67605 2.68045 -1.61584
23 C -3.49629 -2.95131 0.68549
24 Si -2.12359 -1.72381 0.15372
25 C -0.67146 -2.31318 1.21046
26 C -1.81594 -2.08471 -1.66973
27 N -2.39598 -0.06832 0.44235
28 C -3.54746 0.62738 0.45153
29 C -4.83198 0.06668 0.20117
30 C -6.01277 0.78998 0.23995
31 C -6.01641 2.14726 0.52660
32 C -4.78379 2.75004 0.77405
33 C -3.62004 2.02094 0.73598
34 F -2.48039 2.70266 1.01132
35 H -3.04781 -3.94865 0.75060
36 H -4.33243 -3.01576 -0.01503
37 H -3.89496 -2.69691 1.67162
38 H -0.22454 -3.22806 0.80857
39 H -1.00809 -2.50903 2.23308
40 H 0.08982 -1.53059 1.25425
41 H -1.53700 -3.13071 -1.83409
42 H -1.02365 -1.44612 -2.06865
43 H -2.72268 -1.87918 -2.24730
44 H -4.87980 -0.98479 -0.04491
45 H -6.94602 0.27583 0.03103
46 H -6.93359 2.72195 0.55663
47 H -4.70450 3.80596 1.00695
48 I 4.24214 -4.22882 0.46803
49 C 3.49866 -2.86832 -0.96502
50 C 2.45639 -2.02576 -0.62475
51 C 1.96897 -1.12709 -1.56974
52 C 2.54496 -1.05303 -2.83568
53 C 3.60032 -1.90823 -3.14137
54 C 4.08160 -2.82850 -2.22168
55 C 2.09956 -0.01261 -3.89203
56 O 2.90513 0.15005 -4.83976
57 O 1.01184 0.54959 -3.67855
58 H 2.02274 -2.05372 0.36526
59 H 1.18129 -0.44038 -1.24863
60 H 4.04477 -1.81183 -4.12398
61 H 4.89988 -3.49151 -2.47329



Entry 3:
Here is an isolated ion of composition C3H6NOS2 and charge -1 at a distorted geometry from OMol25. Energies are from wB97M-V/def2-TZVPD.

The SMILES is ON1CC[C@@]1([S-])S. As for the net charge: -1. The value obtained for the HOMO-LUMO gap is 6.814 eV. As for the total energy: -1044.250516 hartree.

Element x y z (Å)
1 O 0.19219 1.05338 1.76569
2 N 0.24850 -0.08824 0.95674
3 C 1.37011 -0.15656 0.00451
4 C 0.39991 -0.59564 -1.09104
5 C -0.69092 -0.08242 -0.15801
6 S -1.27973 1.69020 -0.62381
7 S -2.07952 -1.25893 0.11653
8 H -0.27295 1.72606 1.17542
9 H 2.14013 -0.86689 0.31604
10 H 1.81768 0.82123 -0.19216
11 H 0.47070 -0.07470 -2.04300
12 H 0.36198 -1.67271 -1.24576
13 H -2.67807 -0.49477 1.01884